Entry w
Below is one molecule with the formula CH7N2O2P, with properties calculated with ωB97M-V/def2-TZVPD.

Positions of all 13 atoms, in Å:
N -1.52845 -0.24193 -0.82720
C -1.09693 0.42520 0.36064
P 0.55708 -0.09612 1.03114
N 1.73074 0.57033 0.06967
O 0.83007 -0.01519 2.45730
O 0.49052 -2.05179 0.36419
H -1.54635 -1.24470 -0.66333
H -0.88258 -0.08630 -1.59502
H -1.02465 1.50389 0.19004
H -1.80846 0.24571 1.16957
H 1.72270 0.28271 -0.89870
H 2.65201 0.48787 0.47977
H 0.62787 -2.53818 1.17445

Computed properties:
HOMO-LUMO gap = 10.21 eV
LUMO energy = 0.56 eV
SMILES string = NC[P@@](N)(=O)O
HOMO energy = -9.64 eV

natural (NBO) population analysis, charges in e, atoms 1 to 6: atom 1 (N): -0.81, atom 2 (C): -0.57, atom 3 (P): 2.16, atom 4 (N): -1.19, atom 5 (O): -1.06, atom 6 (O): -1.04

---

Entry x
Below is one molecule with the formula CH7N2O2P, with properties calculated with ωB97M-V/def2-TZVPD.

Positions of all 13 atoms, in Å:
N -1.87655 0.37070 -0.43226
C -0.61952 0.98468 -0.50555
P 0.95333 0.03259 -0.10835
N 0.85996 -1.59326 0.27232
O 1.96016 0.09015 -1.17820
O 1.41888 0.82012 1.23725
H -2.09804 0.27445 0.52565
H -1.81257 -0.61382 -0.85486
H -0.37456 1.31954 -1.43745
H -0.72633 2.02601 0.06643
H 0.91190 -2.16628 -0.54458
H 0.28045 -1.94510 0.90322
H 1.12290 0.40021 2.05640

Computed properties:
HOMO-LUMO gap = 9.74 eV
LUMO energy = 0.28 eV
SMILES string = NC[P@@](N)(=O)O
HOMO energy = -9.46 eV

natural (NBO) population analysis, charges in e, atoms 1 to 6: atom 1 (N): -0.80, atom 2 (C): -0.57, atom 3 (P): 2.19, atom 4 (N): -1.17, atom 5 (O): -1.09, atom 6 (O): -0.98

---

Pick entry x: it beats the second-best structure by 2.9 kcal/mol.

---

Entry w
Below is a 3-piece molecular cluster, C2H9NO3 overall, with properties calculated with ωB97M-V/def2-TZVPD.

Positions of all 15 atoms, in Å:
N 0.25236 -1.19069 2.51122
C -0.31801 -0.95713 1.18043
C 0.83347 -0.89218 0.20571
O 1.76682 -0.15534 0.38527
H -0.44754 -1.08314 3.23804
H 0.93939 -0.47123 2.71172
H -0.94148 -1.80804 0.93627
H -0.85559 -0.00643 1.10537
H 0.82231 -1.48790 -0.72458
O 0.42537 2.69639 -1.99956
H 1.36315 2.68480 -2.22902
H 0.44643 2.50633 -1.05403
O -1.44782 -0.32911 -2.18237
H -2.15327 0.22547 -1.83441
H -0.68558 0.26820 -2.25006

Computed properties:
HOMO-LUMO gap = 10.22 eV
LUMO energy = 0.54 eV
SMILES string = NCC=O.O.O
HOMO energy = -9.69 eV

natural (NBO) population analysis, charges in e, atoms 1 to 6: atom 1 (N): -0.82, atom 2 (C): -0.33, atom 3 (C): 0.44, atom 4 (O): -0.54, atom 5 (H): 0.36, atom 6 (H): 0.36

---

Entry x
Below is a 3-piece molecular cluster, C2H9NO3 overall, with properties calculated with ωB97M-V/def2-TZVPD.

Positions of all 15 atoms, in Å:
C -2.52724 0.58095 1.05000
N -1.71063 0.40020 -0.20087
C -0.71031 -0.46565 -0.65135
O 0.00117 -1.17953 0.11003
H -1.91470 1.10736 1.76107
H -3.50292 1.07549 0.89829
H -2.83880 -0.38080 1.50693
H -1.94613 1.04619 -0.91192
H -0.07408 -0.12466 -1.46098
O 2.44582 -1.69200 -0.83224
H 2.98935 -2.10031 -0.07005
H 1.49582 -1.45430 -0.46190
O 3.08739 1.22718 -0.35427
H 2.29256 1.68387 -0.07196
H 2.91270 0.27599 -0.31080

Computed properties:
HOMO-LUMO gap = 10.92 eV
LUMO energy = 0.40 eV
SMILES string = CNC=O.O.O
HOMO energy = -10.52 eV

natural (NBO) population analysis, charges in e, atoms 1 to 6: atom 1 (C): -0.42, atom 2 (N): -0.60, atom 3 (C): 0.50, atom 4 (O): -0.64, atom 5 (H): 0.21, atom 6 (H): 0.22

---

Pick entry w: it beats the second-best structure by 6.5 kcal/mol.

---

Entry w
Below is a 2-piece molecular cluster, C2H8NO2P overall, with properties calculated with ωB97M-V/def2-TZVPD.

Positions of all 14 atoms, in Å:
C 0.86910 1.34839 -0.42497
P 0.21852 0.23255 -1.67714
O 0.50765 -1.20100 -1.09500
O 1.49931 0.23066 -2.80485
H 0.43691 0.90235 0.38132
H 1.97622 1.35955 -0.43124
H 0.49284 2.28483 -0.30700
H 1.33427 -1.59350 -1.14828
H 1.88465 1.18430 -2.95564
C -1.51440 -0.80098 2.23038
N -2.27859 -1.21329 1.34478
H -0.74239 -0.11379 1.93664
H -1.56038 -0.89856 3.34131
H -3.12370 -1.72150 1.60967

Computed properties:
HOMO-LUMO gap = 9.33 eV
LUMO energy = 0.90 eV
SMILES string = CP(O)O.C=N
HOMO energy = -8.43 eV

natural (NBO) population analysis, charges in e, atoms 1 to 6: atom 1 (C): -1.03, atom 2 (P): 1.36, atom 3 (O): -1.00, atom 4 (O): -1.02, atom 5 (H): 0.23, atom 6 (H): 0.22

---

Entry x
Below is one molecule with the formula C2H8NO2P, with properties calculated with ωB97M-V/def2-TZVPD.

Positions of all 14 atoms, in Å:
C -0.71723 1.35218 0.43401
N 0.05932 0.18985 0.10776
C -0.72177 -1.08131 -0.14576
P 1.69510 -0.03824 0.66331
O 2.11954 -1.45501 -0.20068
O 2.46958 1.03222 -0.55450
H -0.15178 2.24359 0.30703
H -1.61259 1.40550 -0.17141
H -0.98222 1.39191 1.51364
H -0.25685 -1.72910 0.64045
H -1.79937 -1.00901 0.05699
H -0.44571 -1.44122 -1.15856
H 2.94515 -1.25073 -0.56718
H 2.04179 0.93265 -1.40706

Computed properties:
HOMO-LUMO gap = 9.37 eV
LUMO energy = 0.91 eV
SMILES string = CN(C)P(O)O
HOMO energy = -8.46 eV

natural (NBO) population analysis, charges in e, atoms 1 to 6: atom 1 (C): -0.41, atom 2 (N): -0.80, atom 3 (C): -0.42, atom 4 (P): 1.47, atom 5 (O): -1.00, atom 6 (O): -1.02

---

Pick entry x: it beats the second-best structure by 23.9 kcal/mol.

---

Entry w
Below is one molecule with the formula C3H5BrS, with properties calculated with ωB97M-V/def2-TZVPD.

Positions of all 10 atoms, in Å:
C 0.43893 0.77982 0.13829
C 1.02854 -0.58783 0.44312
C -1.24787 -0.26228 -0.63971
S -0.44074 -1.68290 0.08835
Br -2.82927 0.48029 0.09302
H 0.12034 1.46031 0.93385
H 0.93330 1.26418 -0.66776
H 1.73279 -0.92186 -0.25441
H 1.23019 -0.56192 1.49495
H -0.96622 0.03218 -1.62970

Computed properties:
HOMO-LUMO gap = 8.48 eV
LUMO energy = 0.16 eV
HOMO energy = -8.33 eV

natural (NBO) population analysis, charges in e, atoms 1 to 6: atom 1 (C): -0.33, atom 2 (C): -0.53, atom 3 (C): -0.48, atom 4 (S): 0.20, atom 5 (Br): 0.07, atom 6 (H): 0.21

---

Entry x
Below is a 2-piece molecular cluster, C3H5BrS overall, with properties calculated with ωB97M-V/def2-TZVPD.

Positions of all 10 atoms, in Å:
C 0.02607 -1.12132 -0.69215
C 1.94708 0.58940 -1.04886
C -1.27816 0.67868 0.82626
S -0.86642 -1.15115 0.66934
Br 2.90289 -0.23366 0.23202
H 0.42937 -2.12939 -0.91877
H 2.44733 0.26109 -2.07360
H -2.27547 0.82747 0.38679
H -0.26973 0.99929 0.49217
H -1.44708 0.98015 1.89490

Computed properties:
HOMO-LUMO gap = 7.38 eV
LUMO energy = -0.65 eV
HOMO energy = -8.03 eV

natural (NBO) population analysis, charges in e, atoms 1 to 6: atom 1 (C): -0.48, atom 2 (C): -0.36, atom 3 (C): -0.76, atom 4 (S): 0.45, atom 5 (Br): 0.11, atom 6 (H): 0.17

---

Entry y
Below is one molecule with the formula C3H5BrS, with properties calculated with ωB97M-V/def2-TZVPD.

Positions of all 10 atoms, in Å:
C 0.75768 2.01667 -0.72795
C 0.86091 0.64432 -0.37328
Br 2.51129 -0.08203 0.34006
S -0.27269 -0.44114 -1.08459
C -0.68088 -1.46490 0.28356
H 1.59868 2.73130 -0.49788
H -0.21800 2.35509 -1.03356
H -1.27984 -2.37017 0.04180
H -1.19491 -0.74428 1.07160
H 0.38430 -1.84144 0.74729

Computed properties:
HOMO-LUMO gap = 9.17 eV
LUMO energy = 0.41 eV
SMILES string = C=C(Br)SC
HOMO energy = -8.76 eV

natural (NBO) population analysis, charges in e, atoms 1 to 6: atom 1 (C): -0.39, atom 2 (C): -0.32, atom 3 (Br): 0.04, atom 4 (S): 0.32, atom 5 (C): -0.81, atom 6 (H): 0.22

---

Pick entry y: it beats the second-best structure by 33.1 kcal/mol.